(1)
This record from the Open Molecules 2025 dataset describes a 10-piece molecular cluster, C34H62ClI2N3O11P overall at a distorted geometry. The level of theory is ωB97M-V with the def2-TZVPD basis set.

Values from the calculation:
* F_max: 0.1719 Eh/bohr
* molar mass: 1009.12 g/mol
* highest occupied orbital energy: -10.86 eV
* total energy: -3720.9914 hartree
* lowest unoccupied orbital energy: -4.91 eV

ORCA input file:
```
! RIJCOSX wB97M-V def2-TZVPD def2/J DEFGRID3
* xyz 1 1
C -3.2094 -8.8076 -5.9291
O 1.0807 2.0571 2.4982
I 2.1463 1.9160 -3.0059
H -0.2230 5.9248 -0.4700
N 4.9691 0.9238 1.1521
C -1.6361 -5.5428 -7.0709
C 0.8332 4.4600 7.3344
H -4.6254 2.0951 0.6529
C 1.7451 2.9169 5.4883
H 0.7543 2.5234 5.2479
C -4.0794 0.9695 2.3829
H 0.6766 4.5341 -1.1612
H -6.6203 -3.2040 5.9464
N 1.2401 0.9968 0.1872
C 1.7827 3.3662 6.9245
O -0.2805 -3.6298 -6.6187
Cl 7.8409 0.7440 -2.8952
H -5.3640 0.3725 3.9865
H -2.8236 -9.9996 -4.2005
H 2.2289 -1.3745 4.5452
H 3.4725 -3.1510 -7.5439
H 3.0780 -0.1467 5.5104
H -8.5784 -1.2725 7.6433
C -1.0224 5.5985 -3.1837
H 4.7612 8.1926 -1.7864
C 4.4057 7.2324 -1.4044
H 7.0567 1.2317 0.0557
H -5.1343 -2.3146 6.3476
O 2.5593 2.8588 7.7322
O 3.4386 -0.9774 -5.3492
H -3.9290 -10.7454 -5.3761
H -8.9009 -1.7819 5.9529
H 1.0396 5.3659 6.7590
H 1.9922 3.7542 4.8306
C 5.0886 1.5476 -1.4517
H 4.7168 0.5066 -4.2466
P 6.0435 1.9429 -3.0578
H -3.7554 -7.6820 -7.6591
H 1.1278 -0.4593 -6.1714
H 4.8987 -2.3256 -6.8771
H 1.7038 -0.4638 -7.8530
H -0.9018 0.3347 3.1686
H -1.8293 5.4354 -3.9061
H 1.0969 -1.9752 -7.0994
C 3.7606 -1.9184 7.6331
C 2.7717 8.3402 0.2460
C -5.0822 1.3689 1.3337
C 3.0357 -1.2114 5.2675
H -1.3064 -6.5397 -6.7679
C 1.6516 -1.0487 -6.9313
H 4.7348 -2.2758 7.2900
O -2.0732 -8.3363 -5.9195
H -1.0014 -5.5329 -4.2947
C 5.8654 1.2200 -0.0057
H -0.6275 4.2634 0.0161
O 2.0713 6.7309 -1.3731
C -6.1984 -2.4222 6.5830
H 0.9719 4.6812 8.3980
H -4.4940 -9.4046 -4.3254
H -4.5159 -9.2854 -7.5550
C 3.0413 -1.3651 -6.4468
H -6.2977 -2.6946 7.6367
O 1.7524 -2.7101 6.6123
C -8.3819 -1.0609 6.5892
H -5.9511 1.8325 1.8077
H 1.7101 8.3402 0.5148
H -0.8302 -3.7675 -4.1768
C -4.2122 -8.4082 -6.9783
C -0.2976 4.8915 -0.8181
H -1.3144 -5.3657 -8.1027
H 4.0795 -1.6395 -8.2977
C -1.0201 -4.5049 -6.1713
H 1.2983 -1.2555 0.3797
H -8.7545 -0.0573 6.3580
H 1.5049 -0.6137 -1.3888
C 0.7007 1.1201 1.5943
C -6.9012 -1.1166 6.3236
H -0.1982 4.1353 7.1761
H 4.4192 6.5033 -2.2215
C -4.5202 -0.0288 3.4197
C 2.7588 -2.0099 6.5132
H -4.7990 -0.9683 2.9359
H -2.4208 -4.4657 -4.5541
O -6.2891 -0.1329 5.9104
H 3.3534 8.0317 1.1182
C -1.2994 4.8000 -1.9380
O -2.9433 1.4408 2.3925
O 5.2614 1.3136 -4.4840
H 2.4839 2.1227 5.3371
H -5.0811 -7.9446 -6.5043
H 5.0601 6.8745 -0.6056
C -1.3441 -4.5789 -4.7031
H 3.8352 -0.8851 7.9812
H -0.9802 6.6631 -2.9408
H -0.0805 5.2725 -3.6320
C 3.4525 1.4773 -1.2813
H 3.4307 -2.5465 8.4673
H -2.7258 -5.4726 -7.0273
C -3.6502 -9.8059 -4.8923
H -5.3859 0.4917 0.7570
C 0.9356 -0.4072 -0.3767
H -0.1101 -1.0528 2.1578
H 3.0545 9.3497 -0.0625
H -0.2200 -0.5049 -0.6364
C 2.7618 1.0801 0.1399
C 2.9992 7.3762 -0.8876
O -2.3058 4.0998 -1.8389
N 3.6328 0.8209 1.3136
I 6.0404 0.5880 2.9395
C 3.9260 -2.1744 -7.3570
H -1.4008 0.0317 1.3119
C -0.4889 0.0635 2.0817
H -3.6936 -0.2225 4.1115
H 3.9777 -1.5374 4.8192
*
```

Löwdin atomic charge list, values in e, 99 entries: C -0.475; O -0.046; I 0.942; H 0.079; N -0.568; C -0.025; C -0.025; H 0.085; C -0.036; H 0.085; C -0.476; H 0.048; H 0.087; N -0.068; C -0.490; O 0.031; Cl 0.149; H 0.064; H 0.086; H 0.080; H 0.092; H 0.067; H 0.089; C -0.022; H 0.090; C -0.024; H 0.119; H 0.083; O 0.042; O -0.003; H 0.090; H 0.087; H 0.086; H 0.087; C -0.330; H 0.014; P 0.641; H 0.074; H 0.080; H 0.085; H 0.093; H 0.110; H 0.084; H 0.057; C -0.022; C -0.020; C -0.018; C -0.036; H 0.063; C -0.013; H 0.084; O 0.030; H 0.089; C -0.053; H 0.082; O 0.035; C -0.022; H 0.086; H 0.088; H 0.091; C -0.466; H 0.089; O 0.055; C -0.023; H 0.090; H 0.086; H 0.078; C -0.019; C -0.036; H 0.089; H 0.091; C -0.468; H 0.120; H 0.086; H 0.074; C -0.253; C -0.478; H 0.088; H 0.081; C -0.024; C -0.486; H 0.091; H 0.087; O 0.032; H 0.088; C -0.492; O 0.009; O -0.411; H 0.061; H 0.090; H 0.085; C -0.019; H 0.088; H 0.090; H 0.078; C -0.463; H 0.088; H 0.086; C -0.023

***

(2)
This record from the Open Molecules 2025 dataset describes a 9-piece molecular cluster, C34H63N3O9S9 overall at a distorted geometry. The level of theory is ωB97M-V with the def2-TZVPD basis set.

Values from the calculation:
* F_max: 0.0229 Eh/bohr
* molar mass: 946.49 g/mol
* highest occupied orbital energy: -6.82 eV
* total energy: -5758.0994 hartree
* lowest unoccupied orbital energy: 0.39 eV

ORCA input file:
```
! RIJCOSX wB97M-V def2-TZVPD def2/J DEFGRID3
* xyz 0 1
C 3.5718 0.6786 1.1589
H 2.2741 3.7430 -0.3178
C -1.6099 -4.2442 6.6041
C 0.3079 -2.2521 0.7144
H 2.3162 -2.4600 1.3321
C 2.0056 -0.6656 0.2248
S 2.5783 -5.2445 3.0562
C 0.6645 2.4573 -0.7948
H 6.6659 -1.3485 3.3619
S 2.7580 9.4262 -2.5040
H 0.3008 -3.3261 -3.6624
H -2.6517 -0.4102 -5.5413
H -4.8179 -5.8192 5.8746
S -5.0354 3.1225 -2.7447
C 3.9850 6.4234 2.3491
H -3.0859 7.1901 1.2156
O -3.4864 -2.7592 0.6386
H -1.9107 -3.9703 7.6152
H 2.4649 7.2213 -3.3888
O -2.0917 -1.7670 -2.9999
H 4.6699 8.3741 -3.4916
H 0.8946 -4.2418 4.4268
H 0.7087 -6.0074 4.3056
S -1.3201 0.7475 -1.4136
C 6.2982 -0.3503 3.6033
C -1.8518 5.6714 0.1027
C -4.9485 -4.7847 -0.2184
H 3.4272 4.6177 1.3904
H 3.9888 -3.9693 4.5097
C -2.6892 -6.9666 -5.0568
H -5.2854 -4.2611 -1.1108
C -3.1057 -5.1393 1.6905
H -2.8301 -8.0163 -5.3143
H 4.2697 -3.6033 2.7911
H 2.8366 5.8446 -0.4388
C -0.3133 -3.0198 -4.5082
O -2.7517 -4.5475 -6.1179
C -6.7520 3.6530 -2.8178
S -1.1118 -1.4685 -4.0814
C 1.6143 -1.8368 0.8001
C 0.3995 4.7617 -0.1213
N 0.8658 6.0391 0.2809
H -4.3347 -4.7476 7.2105
H -1.6627 -1.7541 -0.0344
H -6.7795 4.6375 -3.2799
H 2.1502 5.1988 2.4022
C 1.1077 0.1377 -0.4532
C 4.2472 9.3789 -3.5110
H -7.1604 3.7083 -1.8086
C 1.2014 3.6704 -0.3989
O 3.3807 -0.2914 0.3347
C -4.4814 -6.3685 -6.9455
S 7.4496 0.4615 4.7172
H 3.5125 7.1519 3.0006
H -1.8509 -3.4438 5.9040
C -0.6950 2.3294 -0.9012
O 1.8135 -4.8769 1.8369
H -2.6846 -2.1821 -5.7470
H 2.8390 -2.9292 3.6127
H 4.7124 5.8358 2.8984
H -3.4550 -6.6380 -4.3541
H -4.7585 -5.8076 -7.8354
C -2.5127 6.4762 0.6899
H -4.1795 -4.1948 5.5138
O -2.1369 -5.9877 4.6838
N 1.4957 1.3449 -1.0705
C 8.8710 0.3465 3.6215
H -5.6339 -4.5881 0.6065
H 4.9593 10.0853 -3.0898
H -3.0901 -6.2010 1.4450
H -4.3871 1.0855 -1.7136
H 9.7298 0.7642 4.1424
H 5.3358 -0.4240 4.1047
H -5.1256 -6.0824 -6.1141
C -0.9869 4.5899 -0.2300
N 3.6693 1.5048 1.9606
C 1.8805 8.1416 -3.4027
H 0.9271 7.9771 -2.9043
C -4.1146 -5.0501 6.1869
S -3.3120 -4.1693 0.1976
H -4.8909 -5.8545 -0.4201
H 0.0179 -3.1826 1.1767
H -1.7039 -6.8280 -4.6166
H -1.0659 -3.7783 -4.7171
C 3.5098 -3.7867 3.5478
C 1.4235 -5.1956 4.4306
H 1.7078 8.4700 -4.4279
C -0.6233 -1.4757 0.0560
S -2.7748 -5.9707 -6.5496
H -0.5402 -4.4417 6.5839
H -4.5661 -7.4366 -7.1453
S -2.4613 -5.7501 6.1157
H 4.0030 9.6709 -4.5325
C -1.5345 3.3809 -0.6150
H 4.5170 6.9403 1.5565
H -2.1558 -4.8604 2.1403
C -5.3466 1.5682 -1.8981
H -2.5897 3.2092 -0.7150
O 7.6935 -0.4720 5.8465
C -2.0443 -1.3113 -5.6100
H 9.0612 -0.6988 3.3770
H -1.3500 -1.2193 -6.4454
C 2.9217 5.5255 1.7089
H 0.4579 6.2019 1.1971
H 2.4585 1.5836 -0.8882
H 2.5088 7.2548 0.5205
H -5.9599 0.9277 -2.5322
H 6.1851 0.2473 2.6992
O 3.1096 8.8551 -1.1805
H 8.6770 0.9219 2.7162
H -3.9149 -4.9241 2.3880
H -5.8489 1.7637 -0.9504
H -7.3225 2.9483 -3.4231
C -0.2017 -0.2946 -0.5252
O -4.3486 4.0151 -1.7741
C 2.3196 6.1905 0.4490
H 1.9673 -5.3271 5.3673
H 0.3209 -2.8686 -5.3823
*
```

Löwdin atomic charge list, values in e, 99 entries: C -0.349; H 0.102; C -0.267; C -0.055; H 0.090; C -0.166; S 0.826; C -0.255; H 0.054; S 0.809; H 0.050; H 0.048; H 0.050; S 0.812; C -0.104; H 0.019; O -0.546; H 0.055; H 0.057; O -0.577; H 0.057; H 0.056; H 0.044; S 1.044; C -0.287; C -0.091; C -0.270; H 0.075; H 0.056; C -0.265; H 0.049; C -0.274; H 0.054; H 0.050; H 0.110; C -0.262; O -0.559; C -0.275; S 0.786; C -0.013; C -0.206; N 0.029; H 0.054; H 0.070; H 0.047; H 0.109; C -0.195; C -0.277; H 0.057; C 0.045; O 0.079; C -0.270; S 0.803; H 0.071; H 0.064; C -0.433; O -0.545; H 0.031; H 0.054; H 0.064; H 0.058; H 0.050; C 0.133; H 0.059; O -0.558; N 0.120; C -0.276; H 0.056; H 0.047; H 0.059; H 0.025; H 0.048; H 0.047; H 0.059; C -0.189; N 0.190; C -0.268; H 0.053; C -0.270; S 0.807; H 0.049; H 0.091; H 0.051; H 0.020; C -0.279; C -0.279; H 0.051; C -0.065; S 0.824; H 0.033; H 0.053; S 0.812; H 0.051; C -0.029; H 0.069; H 0.037; C -0.259; H 0.082; O -0.558